14
Properties=species:S:1:pos:R:3:nbo_charge:R:1 method="wB97M-V/def2-TZVPD" max_force_ha_per_bohr=0.0665 total_charge=+2 e_lumo_ev="-13.30 / -13.30" e_tot_ha=-319.88426 e_above_lowest_kj_mol=606.2 e_homo_ev="-19.61 / -19.61" homo_lumo_gap_ev="6.3 / 6.3"
C 1.229 -1.626 -0.015 0.68
C 1.523 0.786 -0.130 0.88
C 0.540 1.682 0.079 -0.91
C -1.227 -1.936 0.097 -0.48
N 2.421 -1.219 0.049 -0.29
N 2.558 0.098 0.046 -0.31
N 0.064 -1.509 -0.107 -0.24
H 0.906 2.631 0.465 0.44
H -0.307 1.487 0.738 0.42
H -0.119 2.074 -0.680 0.37
H -1.873 -1.072 -0.110 0.27
H -1.231 -2.508 1.026 0.29
H -1.533 -2.655 -0.746 0.30
H 3.610 0.234 -0.296 0.59



15
Properties=species:S:1:pos:R:3:nbo_charge:R:1 method="wB97M-V/def2-TZVPD" max_force_ha_per_bohr=0.1054 total_charge=0 e_lumo_ev=0.39 e_tot_ha=-395.93553 e_above_lowest_kj_mol=558.9 e_homo_ev=-9.21 homo_lumo_gap_ev=9.6
H 1.783 1.749 -0.655 0.33
N 0.792 2.130 -0.340 -0.62
C 0.104 1.069 -0.073 0.33
C -1.318 1.138 0.272 0.00
N -2.390 0.504 0.073 -0.10
O -2.102 -0.820 -0.496 -0.60
N 0.570 -0.103 -0.450 -0.42
C 0.567 -1.477 0.218 -0.27
C 1.858 -0.627 0.024 -0.26
H -1.454 1.986 0.942 0.21
H -3.126 -1.038 -0.502 0.49
H -0.087 -2.189 -0.400 0.26
H 0.021 -1.306 1.274 0.20
H 2.512 -0.795 -0.880 0.23
H 2.271 -0.220 0.994 0.22



15
Properties=species:S:1:pos:R:3:nbo_charge:R:1 method="wB97M-V/def2-TZVPD" max_force_ha_per_bohr=0.2316 total_charge=0 e_lumo_ev=0.22 e_tot_ha=-395.90598 e_above_lowest_kj_mol=636.5 e_homo_ev=-8.69 homo_lumo_gap_ev=8.9
C -1.216 0.083 -1.981 0.74
C 0.946 0.823 0.582 0.04
C 1.007 -0.296 1.509 -0.34
C 2.098 -0.140 2.407 -0.33
H -2.949 -0.662 -1.235 0.41
H -2.952 -0.246 -2.855 0.40
H -0.151 -1.319 -0.726 0.40
H 1.125 2.151 1.006 0.19
H 0.254 -1.270 1.634 0.25
H 3.081 0.464 2.189 0.23
H 2.036 -0.744 3.488 0.20
N -2.245 -0.614 -2.039 -0.81
N -0.293 -0.251 -0.929 -0.60
N 0.128 1.029 -0.297 -0.17
O -0.870 0.994 -2.753 -0.61



15
Properties=species:S:1:pos:R:3:nbo_charge:R:1 method="wB97M-V/def2-TZVPD" max_force_ha_per_bohr=0.1408 smiles="[H]/N=c1/ccon1NC" total_charge=0 e_lumo_ev=0.75 e_tot_ha=-395.89619 e_above_lowest_kj_mol=662.2 e_homo_ev=-8.88 homo_lumo_gap_ev=9.6
H 1.102 2.045 -0.510 0.36
N 0.195 1.967 -0.195 -0.72
C -0.532 0.998 -0.301 0.40
C -2.000 0.657 -0.030 -0.40
C -2.048 -0.778 0.161 0.21
O -1.020 -1.369 -0.483 -0.34
N -0.100 -0.230 -0.882 -0.05
N 1.193 -0.773 -0.689 -0.43
C 1.697 -0.557 0.642 -0.47
H -2.699 1.191 0.642 0.23
H -2.749 -1.467 0.432 0.20
H 1.580 0.015 -1.555 0.36
H 1.242 -1.580 1.132 0.22
H 2.915 -0.511 0.470 0.23
H 1.225 0.393 1.166 0.21



15
Properties=species:S:1:pos:R:3:nbo_charge:R:1 method="wB97M-V/def2-TZVPD" max_force_ha_per_bohr=0.1511 smiles="N[C@]12C[C@@H]1NNC2=O" total_charge=0 e_lumo_ev=0.78 e_tot_ha=-395.90674 e_above_lowest_kj_mol=634.5 e_homo_ev=-8.97 homo_lumo_gap_ev=9.8
N 0.616 -0.815 1.443 -0.86
C 0.225 -0.880 -0.146 -0.07
C 1.694 -0.512 -0.792 -0.25
C 0.485 0.545 -0.709 -0.11
N -0.204 1.502 0.229 -0.44
N -1.383 0.791 0.284 -0.49
C -1.337 -0.514 -0.151 0.66
O -2.302 -1.198 -0.576 -0.58
H 0.313 0.057 1.819 0.36
H 0.039 -1.629 1.797 0.37
H 2.328 -0.755 -0.075 0.24
H 1.912 -0.691 -1.751 0.21
H 0.012 0.556 -1.716 0.20
H -0.245 2.325 -0.347 0.37
H -2.151 1.217 0.690 0.41



15
Properties=species:S:1:pos:R:3:nbo_charge:R:1 method="wB97M-V/def2-TZVPD" max_force_ha_per_bohr=0.1944 total_charge=0 e_lumo_ev=0.14 e_tot_ha=-395.88541 e_above_lowest_kj_mol=690.5 e_homo_ev=-9.14 homo_lumo_gap_ev=9.3
H 2.643 0.732 1.940 0.37
N 1.537 0.265 2.043 -0.70
C 1.073 0.411 0.863 0.37
C 1.710 1.606 0.040 0.19
N 2.454 2.310 -0.489 -0.30
N -0.047 -0.069 0.365 -0.15
O -0.565 -1.195 1.186 -0.58
C -0.736 0.295 -0.652 -0.25
C -1.464 -0.943 -1.259 -0.62
H 0.250 -1.635 1.912 0.54
H -1.581 1.031 -0.142 0.16
H -0.294 0.742 -1.659 0.27
H -1.591 -1.672 -0.492 0.25
H -0.754 -1.183 -2.254 0.22
H -2.634 -0.697 -1.402 0.23